(1)
88
Properties=species:S:1:pos:R:3:forces:R:3 method="wB97M-V/def2-TZVPD" de_lowest_kj_mol=182.5 multiplicity=2 s2=0.75 total_charge=-2
Na 0.50912 -1.08429 0.98805 0.1 -0.1 1.4
C 0.76832 1.42001 6.78915 -0.1 -0.2 -0.2
C 0.31552 0.37401 5.76985 0.4 -0.1 0.3
N -0.67368 0.86131 4.84685 -0.1 -0.2 -0.5
C -2.06578 0.82461 5.22685 -0.5 0.1 0.0
C -2.59028 2.20971 5.61705 0.1 -0.2 0.0
C -0.31608 1.31361 3.60985 0.3 0.2 0.6
S 1.28942 1.62341 3.26765 0.8 -0.2 -0.3
N -1.30798 1.67311 2.79955 -0.8 0.4 0.1
C -1.57558 1.18871 1.61455 0.1 -0.1 0.8
O -1.07118 0.16321 1.10695 -0.7 0.5 -0.4
C -2.69778 1.88801 0.92005 -0.2 -0.1 -0.3
C -3.47458 2.83601 1.57655 0.1 0.0 0.0
C -4.54928 3.41861 0.93415 -0.2 0.2 0.0
C -4.85728 3.06671 -0.37135 -0.1 0.0 -0.1
C -4.07968 2.12771 -1.02935 -0.2 0.1 -0.2
C -3.00968 1.53601 -0.38705 0.1 0.0 0.1
H 1.60102 1.02971 7.36945 0.1 0.0 0.1
H -0.03828 1.69081 7.46835 -0.1 0.0 0.1
H 1.09712 2.30861 6.25855 0.1 0.1 -0.1
H -0.09348 -0.50599 6.28045 0.0 0.1 -0.1
H 1.18292 0.06261 5.18025 -0.2 0.0 0.2
H -2.17278 0.14381 6.07655 0.0 0.0 -0.1
H -2.65458 0.43671 4.38975 0.0 0.0 0.2
H -2.09948 2.56711 6.52025 0.0 0.1 0.1
H -3.66378 2.17291 5.79585 -0.1 0.0 0.0
H -2.38598 2.90731 4.81005 0.0 0.1 -0.1
H -3.23098 3.09581 2.59605 0.1 0.0 0.0
H -5.16038 4.14801 1.45155 0.0 0.0 0.0
H -5.70628 3.51861 -0.87065 0.0 0.0 0.0
H -4.31668 1.85161 -2.04675 0.0 0.0 -0.1
H -2.40038 0.79591 -0.88675 0.0 -0.1 0.0
O 3.88622 0.52911 -0.28305 0.6 0.1 0.0
C 2.66302 0.49541 -0.27645 0.1 0.6 0.0
O 1.90672 -0.50339 -0.22055 0.8 0.0 -0.9
C 1.91752 1.83471 -0.26825 0.6 0.0 0.4
C 2.41432 2.87501 0.50975 0.0 0.2 -0.3
C 1.64232 4.00721 0.67305 0.0 0.0 -0.1
C 0.41052 4.07471 0.03825 0.0 0.1 0.0
C 0.03232 3.01801 -0.76795 -0.3 0.4 -0.1
N 0.76662 1.93181 -0.91005 -0.1 -0.6 -0.2
H 3.37652 2.75811 0.98345 0.0 -0.1 0.0
H 1.97682 4.82021 1.30345 0.0 0.0 0.1
H -0.24728 4.92211 0.17225 0.0 0.0 0.0
H -0.90118 3.03231 -1.31775 -0.1 0.1 0.0
C -0.91228 1.10461 -3.62335 0.3 -0.4 0.9
Ge 0.07452 -0.15199 -2.24565 -0.3 0.0 -2.0
C -0.65878 -1.90569 -3.16515 0.4 0.7 0.6
C -1.65278 -2.70419 -2.61845 0.0 0.1 0.2
C -2.17118 -3.77909 -3.32315 -0.1 -0.1 0.0
C -1.68868 -4.07539 -4.58585 -0.1 -0.2 -0.1
C -0.67528 -3.30379 -5.12975 0.0 0.0 -0.2
C -0.17018 -2.22529 -4.42405 0.1 0.1 -0.1
C 1.91452 -0.10039 -3.07685 -0.5 0.4 0.3
C 2.33452 1.06861 -3.65985 -0.5 0.0 0.0
C 3.56572 1.17711 -4.32055 0.4 -0.1 -0.3
C 4.40482 0.09961 -4.37355 0.0 0.3 -0.1
C 4.06202 -1.09819 -3.71365 -0.2 0.0 0.1
C 4.95272 -2.18939 -3.67405 0.2 -0.2 0.0
C 4.63882 -3.32289 -2.98115 0.3 0.0 -0.2
C 3.41562 -3.41459 -2.30435 -0.3 0.0 0.1
C 2.51952 -2.38429 -2.35035 0.1 -0.3 0.2
C 2.80922 -1.19779 -3.04985 0.4 0.0 -0.3
H -0.56578 0.85921 -4.62365 0.2 -0.2 -0.1
H -0.73448 2.16161 -3.45255 0.1 0.2 0.1
H -1.98298 0.92381 -3.58625 -0.2 -0.1 0.1
H -2.02448 -2.48649 -1.62625 -0.1 0.0 0.1
H -2.95318 -4.38859 -2.89055 0.0 0.0 0.1
H -2.09788 -4.90819 -5.14595 0.0 0.0 0.0
H -0.27838 -3.54399 -6.11025 0.0 0.0 0.0
H 0.61722 -1.61979 -4.86015 0.0 0.0 0.0
H 1.69272 1.94061 -3.62615 -0.1 0.0 0.0
H 3.83712 2.11211 -4.80595 0.0 -0.1 0.1
H 5.35412 0.15591 -4.89485 0.0 0.0 0.0
H 5.90612 -2.09259 -4.18255 0.0 0.0 0.0
H 5.33762 -4.14929 -2.93865 0.0 0.0 0.0
H 3.19502 -4.30079 -1.72975 -0.1 -0.1 0.1
H 1.59452 -2.44979 -1.80245 -0.1 -0.1 0.0
F -0.24348 -2.89989 0.71445 0.0 -0.8 -0.5
C -0.38408 -3.81159 1.80425 -0.6 -0.5 0.5
F -0.08508 -2.97809 2.92545 0.3 0.0 -0.3
C 0.83012 -4.70949 1.66065 0.3 -0.6 0.1
F 2.07292 -4.16159 1.76655 -0.1 0.4 -0.1
F 0.82122 -5.35089 0.47225 -0.1 0.2 -0.2
F 0.82892 -5.70199 2.59225 -0.2 0.2 0.2
O -3.03448 -1.89269 1.15405 -0.3 0.1 -0.1
H -2.40368 -1.17979 0.97145 0.0 0.1 0.0
H -2.47818 -2.58389 1.52595 0.1 -0.4 0.0



(2)
85
Properties=species:S:1:pos:R:3:forces:R:3 method="wB97M-V/def2-TZVPD" de_lowest_kj_mol=108.7 multiplicity=3 s2=2.01 total_charge=+1
W 0.03706 0.19256 0.05632 1.3 0.1 -0.5
C -5.05384 2.37453 -4.30441 0.1 0.0 0.0
C -4.29018 1.67727 -3.21219 -0.1 0.0 0.0
C -4.78755 1.60304 -1.91498 0.0 0.0 0.1
C -4.05324 1.02420 -0.89870 0.0 0.1 0.0
C -2.79067 0.46453 -1.11916 0.1 -0.1 -0.2
N -2.00366 -0.01631 -0.06391 0.0 0.1 0.2
C -2.65352 -0.63022 1.02254 0.1 0.0 0.1
C -3.77760 -1.44260 0.85454 0.0 0.0 0.0
C -4.40676 -2.03634 1.92973 0.0 0.0 0.0
C -3.93809 -1.86959 3.23320 0.0 0.0 0.0
C -4.60053 -2.54668 4.40136 0.0 0.0 0.0
C -2.80315 -1.09418 3.40562 0.0 0.0 0.0
C -2.17073 -0.47840 2.33119 -0.3 0.0 -0.2
N -0.94971 0.24051 2.60283 -0.4 -0.2 0.4
C -0.77226 1.16321 3.57483 0.2 -0.1 0.1
C 0.55188 1.12208 3.95287 -0.1 0.1 0.0
C 1.12522 0.12969 3.15244 -0.1 0.0 0.1
N 0.21942 -0.43528 2.36375 0.0 0.3 -0.6
C -2.31741 0.49495 -2.43866 -0.4 0.2 0.3
C -3.04600 1.11847 -3.44765 0.1 0.0 -0.1
N -1.08405 -0.10504 -2.80794 0.1 0.0 -0.3
C -0.82118 -0.69549 -3.99141 0.0 0.0 0.2
C 0.52255 -0.98368 -4.03030 0.2 0.0 -0.2
C 1.03341 -0.52004 -2.82465 -0.2 -0.1 0.1
N 0.05300 0.00829 -2.08356 0.0 -0.1 0.2
H -6.12189 2.38131 -4.09269 0.0 0.0 0.0
H -4.90064 1.89440 -5.27050 0.0 0.0 0.0
H -4.72776 3.41302 -4.39505 0.0 0.0 0.0
H -5.76090 2.02280 -1.69003 0.0 0.0 0.0
H -4.46390 0.99952 0.10283 0.0 0.0 0.0
H -4.16173 -1.59514 -0.14594 0.0 0.0 0.0
H -5.27996 -2.65407 1.75468 0.0 0.0 0.0
H -5.66170 -2.70434 4.21350 0.0 0.0 0.0
H -4.49564 -1.95783 5.31175 0.0 0.0 0.0
H -4.14813 -3.52339 4.58545 0.0 0.0 0.0
H -2.37670 -0.96645 4.39477 0.0 0.0 0.0
H -1.59074 1.77186 3.92015 0.0 0.0 0.0
H 1.04461 1.73405 4.68804 0.0 0.0 0.0
H 2.15733 -0.17906 3.09593 0.0 0.0 0.0
H -2.61706 1.17820 -4.44123 0.0 0.0 0.0
H -1.60736 -0.88651 -4.70018 0.0 0.0 0.0
H 1.05939 -1.46773 -4.82710 0.0 0.0 0.0
H 2.03460 -0.55881 -2.43621 0.0 0.0 0.0
C 0.24670 -4.13926 -0.46412 -0.1 0.0 0.0
C 0.83595 -2.76997 -0.28394 0.2 0.0 -0.1
O -0.02061 -1.83398 -0.05293 -0.1 0.4 0.2
C 2.19321 -2.58195 -0.36414 0.1 -0.1 0.0
C 2.87248 -1.36328 -0.13718 -0.2 0.2 0.0
C 4.36820 -1.37231 -0.07186 0.0 -0.1 0.0
N 2.22531 -0.22608 0.02018 -0.6 -0.1 0.0
N 3.03723 0.85695 0.33092 0.5 0.3 0.1
C 2.34029 1.84858 0.75590 -0.2 -0.4 -0.1
O 1.02730 1.75891 0.86092 0.0 -0.2 0.1
C 2.94986 3.12843 1.14698 -0.1 0.3 0.1
C 4.32691 3.32794 1.08066 0.0 -0.1 0.0
C 4.86542 4.55044 1.44075 0.1 0.0 0.0
C 4.03898 5.58169 1.86912 0.0 0.0 0.0
C 2.66676 5.38783 1.93743 0.0 0.0 0.0
C 2.12198 4.16503 1.57834 0.0 -0.1 0.0
H -0.81814 -4.10934 -0.24563 0.0 0.0 0.0
H 0.73266 -4.85708 0.19579 0.0 0.0 0.0
H 0.39267 -4.47924 -1.49055 0.0 0.0 0.0
H 2.80441 -3.45801 -0.52862 0.0 0.0 0.0
H 4.75480 -2.36548 -0.28597 0.0 0.0 0.0
H 4.70141 -1.05722 0.91673 0.0 0.0 0.0
H 4.77816 -0.65074 -0.77804 0.0 0.0 0.0
H 4.96017 2.51754 0.74425 0.0 0.0 0.0
H 5.93527 4.70355 1.38738 0.0 0.0 0.0
H 4.46549 6.53587 2.15006 0.0 0.0 0.0
H 2.02011 6.18911 2.27071 0.0 0.0 0.0
H 1.05331 4.00188 1.62950 0.0 0.0 0.0
N -2.11746 2.82113 1.05413 -0.1 0.0 -0.1
C -1.45351 3.30281 -0.04955 0.0 -0.1 0.0
C -1.54551 4.66066 -0.38480 0.0 0.1 0.0
C -0.81856 5.14664 -1.44332 -0.1 0.0 0.1
C -0.00628 4.27219 -2.15847 0.1 -0.1 -0.1
C 0.02510 2.95441 -1.77456 0.0 0.1 0.0
N -0.68720 2.45670 -0.74990 0.0 -0.2 0.0
H -2.91498 3.36716 1.34114 0.0 0.0 0.0
H -2.30022 1.82798 1.02579 0.0 0.0 0.0
H -2.18206 5.30922 0.20306 0.0 0.0 0.0
H -0.87439 6.19344 -1.71085 0.0 0.0 0.0
H 0.59600 4.60972 -2.98942 0.0 0.0 0.0
H 0.65848 2.25154 -2.29577 0.0 0.0 0.0



no.,E_tot (eV)
1,-136971.4858
2,-58281.8555